# 1
Formula: C4H7FO
Source: the OMol25 dataset
Level of theory: wB97M-V/def2-TZVPD

Last column: Löwdin charge in e.
Cartesian coordinates (Å):
C (1.743, -0.156, -0.154)  -0.063
C (0.184, -0.073, -0.403)  -0.245
C (-0.818, -0.590, 0.479)  -0.284
O (-2.015, -1.140, -0.235)  -0.082
C (-0.563, 0.780, 0.510)  -0.310
F (-1.351, 1.557, -0.275)  0.010
H (2.255, 0.645, -0.855)  0.093
H (1.812, 0.191, 0.937)  0.083
H (2.287, -1.189, -0.498)  0.111
H (-0.303, 0.090, -1.514)  0.210
H (-0.621, -1.112, 1.343)  0.134
H (-2.387, -0.241, -0.772)  0.179
H (-0.222, 1.236, 1.438)  0.165

Results
**SMILES**: C[C@H]1[C@H](O)[C@@H]1F
**Orbital gap**: 10.9 eV
**HOMO level**: -9.90 eV

---

# 2
Formula: C4H7FS
Source: the OMol25 dataset
Level of theory: wB97M-V/def2-TZVPD

Last column: Löwdin charge in e.
Cartesian coordinates (Å):
F (-2.392, -1.104, 0.211)  -0.005
C (-2.355, 0.161, -0.291)  -0.135
C (-1.283, 0.944, -0.108)  -0.144
C (-0.052, 0.670, 0.726)  -0.218
C (0.814, 0.079, -0.467)  -0.625
S (2.460, -0.359, -0.030)  0.720
H (-3.180, 0.386, -0.909)  0.095
H (-1.278, 1.963, -0.561)  0.124
H (0.297, 1.510, 1.331)  0.109
H (-0.307, -0.213, 1.348)  0.109
H (0.195, -0.728, -0.843)  0.078
H (0.760, 0.806, -1.222)  0.046
H (2.941, 0.837, 0.264)  -0.154

Results
**SMILES**: F/C=C\CCS
**Orbital gap**: 9.9 eV
**HOMO level**: -8.95 eV

---

# 3
Formula: C4H7FS
Source: the OMol25 dataset
Level of theory: wB97M-V/def2-TZVPD

Last column: Löwdin charge in e.
Cartesian coordinates (Å):
C (-0.749, 0.231, -2.171)  -0.021
C (0.132, 0.086, -0.987)  -0.374
F (1.430, -0.035, -1.320)  0.058
C (-0.273, -0.018, 0.261)  -0.134
C (0.672, -0.190, 1.440)  -0.545
S (-0.066, 0.476, 2.983)  0.671
H (-0.568, 1.166, -2.621)  0.068
H (-1.811, 0.059, -1.808)  0.112
H (-0.575, -0.546, -2.873)  0.070
H (-1.324, 0.071, 0.491)  0.097
H (1.649, 0.276, 1.246)  0.078
H (0.735, -1.264, 1.655)  0.069
H (0.748, -0.312, 3.703)  -0.148

Results
**SMILES**: C/C(F)=C/CS
**Orbital gap**: 9.9 eV
**HOMO level**: -9.02 eV

---

# 4
Formula: C4H7FS2
Source: the OMol25 dataset
Level of theory: wB97M-V/def2-TZVPD

Last column: Löwdin charge in e.
Cartesian coordinates (Å):
C (0.973, 0.383, 1.125)  -0.089
C (0.470, -0.076, -0.233)  -0.428
C (-0.467, -1.291, 0.033)  -0.230
F (-1.122, -1.692, -1.109)  -0.070
C (-0.103, 1.143, -1.049)  -1.217
S (0.867, 2.342, -1.493)  0.673
S (-1.780, 1.358, -1.223)  0.811
H (1.589, -0.455, 1.560)  0.101
H (0.123, 0.457, 1.804)  0.080
H (1.536, 1.325, 0.942)  0.067
H (1.290, -0.417, -0.903)  0.138
H (-1.201, -0.997, 0.804)  0.110
H (0.017, -2.200, 0.492)  0.141
H (-2.192, 0.120, -0.748)  -0.087

Results
**SMILES**: C[C@@H](CF)C(=S)S
**Orbital gap**: 8.7 eV
**HOMO level**: -8.83 eV

---

# 5
Formula: C4H7FeO2
Source: the OMol25 dataset
Level of theory: wB97M-V/def2-TZVPD

Last column: Löwdin spin population.
Cartesian coordinates (Å):
O (0.515, -2.309, 0.167)  0.032
C (0.095, -2.024, -0.931)  0.001
C (-0.556, -0.714, -1.297)  0.001
O (-0.846, 0.108, -0.218)  0.008
C (0.250, 0.938, 0.243)  0.028
C (-0.004, 1.460, 1.625)  0.195
Fe (0.744, 0.069, 2.948)  4.698
H (0.240, -2.716, -1.790)  0.000
H (-1.490, -0.967, -1.827)  0.000
H (0.101, -0.216, -2.038)  0.000
H (0.336, 1.825, -0.406)  0.005
H (1.182, 0.441, -0.076)  0.008
H (0.498, 2.435, 1.760)  0.010
H (-1.066, 1.670, 1.840)  0.014

Results
**Orbital gap (spin up / spin down)**: 6.7 / 7.9 eV
**HOMO level (spin up / spin down)**: -6.21 / -8.93 eV
**Multiplicity**: 6

---

# 6
Formula: C4H7FeO2
Source: the OMol25 dataset
Level of theory: wB97M-V/def2-TZVPD

Last column: Löwdin spin population.
Cartesian coordinates (Å):
H (-0.497, -2.397, 1.105)  0.039
O (0.375, -2.502, 0.446)  0.022
C (0.687, -1.545, -0.285)  0.013
C (-0.137, -0.351, -0.514)  0.068
C (0.589, 0.939, -0.097)  0.008
C (-0.335, 2.130, -0.084)  0.004
O (-0.906, 2.490, 0.921)  0.013
Fe (-1.709, -0.746, 1.864)  3.767
H (1.704, -1.594, -0.703)  0.002
H (-1.112, -0.472, -0.022)  0.059
H (-0.295, -0.337, -1.611)  0.002
H (1.371, 1.177, -0.838)  0.000
H (1.056, 0.843, 0.891)  0.004
H (-0.791, 2.366, -1.072)  0.000

Results
**Orbital gap (spin up / spin down)**: 6.3 / 6.7 eV
**Net charge**: +1
**HOMO level (spin up / spin down)**: -11.79 / -12.18 eV
**Multiplicity**: 5

---

# 7
Formula: C4H7IN
Source: the OMol25 dataset
Level of theory: wB97M-V/def2-TZVPD

Last column: Löwdin charge in e.
Cartesian coordinates (Å):
C (-0.354, 1.386, -0.101)  -0.100
C (-0.132, 0.120, 0.647)  -0.296
C (0.454, -1.190, 0.130)  0.022
N (-0.976, -0.966, 0.221)  -0.130
C (-2.112, -1.304, -0.409)  -0.487
I (-3.680, -0.071, -0.028)  1.074
H (-0.454, 1.247, -1.231)  0.105
H (0.673, 1.988, 0.129)  0.141
H (-1.211, 2.121, 0.323)  0.120
H (0.113, 0.412, 1.686)  0.169
H (0.905, -1.155, -0.882)  0.146
H (0.774, -1.999, 0.813)  0.146
H (-2.417, -2.305, -0.769)  0.089

Results
**SMILES**: C[C@@H]1C/[N+]1=C/I
**Orbital gap**: 9.0 eV
**Net charge**: +1
**HOMO level**: -14.55 eV

---

# 8
Formula: C4H7INO
Source: the OMol25 dataset
Level of theory: wB97M-V/def2-TZVPD

Last column: Löwdin charge in e.
Cartesian coordinates (Å):
N (-1.306, -1.298, 0.246)  0.226
C (-0.477, -0.069, 0.565)  -0.212
C (-0.539, 0.993, -0.525)  -0.023
C (0.642, 0.067, -0.397)  -0.223
C (2.011, 0.882, 0.183)  -0.813
O (1.927, 1.980, 0.593)  0.070
I (3.668, -0.352, -0.221)  0.944
H (-1.477, -1.199, -0.718)  0.129
H (-2.167, -1.209, 0.866)  0.211
H (-0.713, -2.173, 0.484)  0.224
H (-0.437, 0.184, 1.576)  0.146
H (-0.548, 1.999, -0.273)  0.103
H (-1.369, 0.808, -1.178)  0.113
H (0.783, -0.613, -1.201)  0.105

Results
**SMILES**: [NH3+][C@@H]1C[C@H]1C(=O)I
**Orbital gap**: 9.3 eV
**Net charge**: +1
**HOMO level**: -13.30 eV

---

Going through the records in order, we get energy relative to the best compared isomer or geometry (same formula, charge and spin) values of 312.9 149.3 88.9 40.1 23.4 212.4 287.1 110.4 kJ/mol.